No. 1
This record from OMol25 describes a structure of composition C10H4HoN2O4 in a non-equilibrium geometry. The level of theory is ωB97M-V/def2-TZVPD.

Values from the calculation:
**2S+1**: 5
**F_max**: 0.1467 Eh/bohr
**Net charge**: +3
**LUMO energy (alpha / beta)**: -14.8 / -15.0 eV

Each line ends with the Löwdin charge.
Geometry (Å):
1 Ho -0.27 -1.56 -1.39  1.71
2 O -1.13 4.43 -2.39  0.07
3 C -1.05 3.29 -2.33  -0.01
4 C 1.88 -1.41 -2.33  -0.01
5 O 2.85 -1.27 -2.92  0.28
6 C -2.60 -2.41 -2.09  0.04
7 O -3.63 -2.76 -2.43  0.24
8 C -0.30 -0.32 -3.45  -0.01
9 O -0.20 0.11 -4.52  0.26
10 N -0.37 -2.63 4.04  0.27
11 C -0.19 -1.78 3.25  -0.11
12 C 0.10 -0.64 2.41  -0.16
13 C 0.75 0.48 2.91  0.09
14 C 1.03 1.57 2.08  0.08
15 C 0.67 1.47 0.72  -0.02
16 N 0.13 0.33 0.19  -0.06
17 C -0.20 -0.67 1.05  -0.21
18 H 1.02 0.49 3.96  0.17
19 H 1.53 2.47 2.49  0.17
20 H 0.84 2.33 0.06  0.14
21 H -0.85 -1.53 0.71  0.08

---

No. 2
This record from OMol25 describes a structure of composition C10H5CaCl2N2O6S. The level of theory is ωB97M-V/def2-TZVPD.

Values from the calculation:
**F_max**: 0.0073 Eh/bohr
**Net charge**: -1
**ΔE to the lowest compared entry with this formula, charge and spin**: 5.4 kJ/mol
**LUMO energy**: 1.6 eV

Each line ends with the Löwdin charge.
Geometry (Å):
1 Ca 0.82 2.36 -0.89  1.48
2 O 0.60 1.85 1.38  -0.10
3 C 0.06 0.91 1.96  -0.19
4 C -0.64 -0.21 1.38  -0.12
5 C -1.15 -1.16 2.27  0.04
6 C -1.82 -2.26 1.80  -0.16
7 C -2.01 -2.45 0.42  0.01
8 C -1.52 -1.54 -0.47  0.01
9 C -0.81 -0.37 -0.04  -0.36
10 O -0.37 0.46 -0.89  -0.19
11 N -2.35 -3.23 2.74  -0.37
12 O -2.16 -3.05 3.93  0.05
13 O -2.92 -4.21 2.29  0.05
14 H 0.10 0.90 3.07  0.13
15 H -1.02 -1.03 3.34  0.13
16 H -2.54 -3.33 0.08  0.12
17 H -1.65 -1.66 -1.53  0.12
18 S -1.92 6.51 -1.99  0.44
19 C -1.02 5.20 -1.67  -1.05
20 N -0.37 4.25 -1.44  -0.16
21 Cl 3.73 -1.52 -1.47  0.58
22 C 2.91 -0.19 -2.31  -1.02
23 Cl 2.79 -0.52 -4.06  0.57
24 C 3.65 1.16 -2.07  -0.80
25 O 4.81 1.25 -2.39  0.02
26 O 2.91 2.05 -1.51  -0.25
27 H 1.89 -0.17 -1.93  0.01

---

No. 3
This record from OMol25 describes a cluster of 2 separate species, C10H5Cl4N2O2 in total in a non-equilibrium geometry. The level of theory is ωB97M-V/def2-TZVPD.

Values from the calculation:
**F_max**: 0.0823 Eh/bohr
**Net charge**: -1
**ΔE to the lowest compared entry with this formula, charge and spin**: 178.6 kJ/mol
**LUMO energy**: 0.6 eV

Each line ends with the Löwdin charge.
Geometry (Å):
1 Cl -0.84 -3.42 -1.17  0.69
2 C 0.21 -2.61 -0.10  -0.71
3 C 1.45 -2.19 -0.53  -0.63
4 Cl 1.97 -2.42 -2.12  0.78
5 C 2.46 -1.81 0.45  -0.33
6 O 3.66 -2.12 0.32  0.05
7 C 1.97 -1.34 1.83  -0.33
8 O 2.71 -0.73 2.62  0.10
9 C 0.65 -1.83 2.19  -0.62
10 Cl 0.12 -1.40 3.76  0.72
11 C -0.21 -2.37 1.26  -0.66
12 Cl -1.87 -2.57 1.66  0.68
13 C 5.49 -0.14 -0.95  -0.07
14 C 4.33 0.70 -1.19  -0.48
15 N 4.40 1.90 -1.85  0.00
16 C 3.13 2.38 -1.98  -0.24
17 C 2.29 1.43 -1.31  -0.24
18 N 3.05 0.41 -0.85  0.02
19 H 5.20 -1.02 -0.38  0.04
20 H 5.88 -0.46 -1.93  0.07
21 H 6.26 0.45 -0.45  0.07
22 H 2.80 3.26 -2.53  0.05
23 H 1.22 1.52 -1.16  0.05

---

No. 4
This record from OMol25 describes a structure of composition C10H5F5IrN2O2S. The level of theory is ωB97M-V/def2-TZVPD.

Values from the calculation:
**2S+1**: 5
**F_max**: 0.0103 Eh/bohr
**Net charge**: +1
**ΔE to the lowest compared entry with this formula, charge and spin**: 0.0 kJ/mol
**LUMO energy (alpha / beta)**: -2.9 / -6.6 eV

Each line ends with the Löwdin charge.
Geometry (Å):
1 Ir 0.32 0.09 0.37  1.22
2 F -2.42 -5.84 -2.36  0.18
3 C -1.95 -4.92 -1.54  -0.11
4 C -1.33 -3.79 -2.06  -0.13
5 F -1.21 -3.64 -3.37  0.16
6 C -0.84 -2.84 -1.20  -0.21
7 F -0.22 -1.78 -1.75  0.03
8 C -0.93 -2.97 0.18  -0.48
9 S -0.33 -1.85 1.35  0.81
10 C -1.55 -4.13 0.67  -0.23
11 F -1.67 -4.31 1.98  0.13
12 C -2.06 -5.10 -0.17  -0.13
13 F -2.65 -6.17 0.31  0.17
14 O 2.43 0.29 1.08  -0.13
15 C 2.06 1.17 1.89  -0.47
16 O 0.82 1.51 1.93  -0.17
17 H 2.77 1.65 2.56  0.15
18 N 0.34 0.98 -2.62  0.02
19 C 0.36 2.09 -3.38  -0.03
20 C 0.24 3.18 -2.54  -0.01
21 C 0.13 2.63 -1.26  -0.10
22 N 0.19 1.29 -1.32  -0.19
23 H 0.39 0.02 -2.91  0.15
24 H 0.46 2.03 -4.45  0.14
25 H 0.22 4.21 -2.81  0.12
26 H 0.02 3.12 -0.30  0.12